{"formula": "C39H81IO9PS", "method": "ωB97M-V/def2-TZVPD", "fmax_ha_per_bohr": 0.0103, "orbital_gap_ev": 6.23, "total_energy_ha": -3248.77177, "total_charge": 1, "symbols": ["C", "C", "C", "C", "C", "C", "C", "C", "C", "C", "S", "I", "P", "C", "C", "H", "H", "H", "H", "H", "H", "H", "H", "H", "H", "H", "H", "H", "H", "H", "H", "H", "H", "H", "H", "H", "H", "H", "H", "H", "H", "H", "C", "C", "O", "C", "H", "H", "H", "H", "H", "H", "C", "C", "O", "C", "H", "H", "H", "H", "H", "H", "C", "C", "O", "C", "H", "H", "H", "H", "H", "H", "C", "C", "O", "C", "H", "H", "H", "H", "H", "H", "C", "C", "O", "C", "H", "H", "H", "H", "H", "H", "C", "C", "O", "C", "H", "H", "H", "H", "H", "H", "C", "C", "O", "C", "H", "H", "H", "H", "H", "H", "C", "C", "O", "C", "H", "H", "H", "H", "H", "H", "C", "C", "O", "C", "H", "H", "H", "H", "H", "H"], "coordinates": [[1.2436, -6.7685, 4.9402], [2.2429, -6.8790, 3.7841], [3.0753, -5.5919, 3.6247], [2.8004, -4.8168, 2.3295], [3.2825, -3.3565, 2.4083], [2.1447, -2.3521, 2.5760], [1.2754, -2.6153, 3.8041], [0.3130, -1.4523, 4.0741], [-0.8895, -1.8208, 4.9532], [-1.5826, -3.1298, 4.5579], [-1.9117, -3.1063, 2.7681], [-2.0741, -5.4212, 2.1627], [-3.8935, -2.2372, 2.6513], [-4.1158, -2.4317, 0.8363], [-4.9307, -3.5665, 3.3754], [1.7572, -6.7853, 5.9041], [0.5144, -7.5831, 4.9281], [0.6957, -5.8206, 4.8712], [2.9033, -7.7279, 3.9726], [1.6985, -7.0918, 2.8580], [2.8917, -4.9380, 4.4842], [4.1395, -5.8442, 3.6370], [1.7245, -4.8311, 2.1030], [3.2854, -5.3315, 1.4949], [3.9560, -3.2689, 3.2686], [3.8650, -3.0868, 1.5241], [1.5084, -2.3663, 1.6803], [2.5636, -1.3410, 2.6324], [0.7431, -3.5621, 3.6446], [1.9032, -2.7543, 4.6874], [-0.0466, -1.0051, 3.1418], [0.8840, -0.6793, 4.5961], [-1.6343, -1.0196, 4.9252], [-0.5870, -1.9296, 5.9994], [-2.5396, -3.2405, 5.0711], [-0.9865, -4.0160, 4.7712], [-3.1495, -2.5369, 0.3378], [-4.7292, -3.3003, 0.5978], [-4.5767, -1.5168, 0.4621], [-5.8525, -3.1001, 3.7304], [-4.4362, -4.0274, 4.2324], [-5.1673, -4.3439, 2.6479], [-0.5651, 1.9283, 3.2052], [-1.0855, 1.4105, 1.8878], [-1.5794, 0.3020, 1.7968], [-0.9618, 2.3290, 0.7146], [-0.7106, 1.1893, 3.9903], [0.4961, 2.1659, 3.1124], [-1.0862, 2.8496, 3.4703], [0.0899, 2.5753, 0.5484], [-1.5057, 3.2559, 0.9041], [-1.3751, 1.8613, -0.1745], [-0.6471, -1.5715, -1.6138], [-1.2588, -2.0381, -2.9147], [-2.3716, -1.7082, -3.2517], [-0.4083, -2.9443, -3.7704], [-1.3389, -0.9255, -1.0759], [-0.3984, -2.4411, -0.9995], [0.2803, -1.0276, -1.8019], [-0.1450, -3.8466, -3.2151], [0.5224, -2.4409, -4.0383], [-0.9495, -3.2154, -4.6730], [5.5801, -3.3985, 7.2423], [4.1296, -2.9984, 7.3129], [3.3551, -3.2672, 6.4205], [3.6899, -2.2506, 8.5447], [5.7743, -3.9291, 6.3136], [6.2147, -2.5124, 7.2991], [5.8321, -4.0377, 8.0902], [4.2629, -1.3271, 8.6443], [3.8807, -2.8527, 9.4347], [2.6297, -2.0185, 8.4822], [-2.7512, 4.1471, -3.7239], [-3.1095, 3.1229, -2.6816], [-2.9982, 3.3405, -1.4954], [-3.5959, 1.7843, -3.1779], [-2.4030, 5.0573, -3.2409], [-1.9689, 3.7562, -4.3773], [-3.6189, 4.3748, -4.3456], [-2.8352, 1.3192, -3.8076], [-4.4965, 1.9000, -3.7834], [-3.8045, 1.1339, -2.3319], [-6.6293, 3.6491, -7.3332], [-6.1153, 4.8986, -6.6613], [-4.9594, 5.0077, -6.3223], [-7.1146, 6.0057, -6.4367], [-5.8226, 2.9285, -7.4416], [-7.4369, 3.2125, -6.7427], [-7.0360, 3.8941, -8.3158], [-7.9376, 5.6463, -5.8164], [-7.5372, 6.3263, -7.3905], [-6.6301, 6.8482, -5.9501], [1.8195, 3.2692, -2.5317], [2.5954, 2.4725, -1.5187], [2.2271, 2.3642, -0.3690], [3.8646, 1.8188, -2.0056], [0.9278, 3.6883, -2.0690], [2.4375, 4.0696, -2.9401], [1.5333, 2.6296, -3.3694], [4.5449, 2.5782, -2.3944], [3.6400, 1.1331, -2.8247], [4.3410, 1.2776, -1.1917], [-1.4171, -5.2364, 7.4920], [-1.7342, -6.2437, 8.5784], [-1.6344, -5.9542, 9.7437], [-2.1727, -7.6133, 8.1227], [-1.1107, -4.2981, 7.9501], [-0.6116, -5.6132, 6.8567], [-2.3006, -5.0712, 6.8706], [-1.3956, -8.0692, 7.5060], [-3.0768, -7.5359, 7.5154], [-2.3683, -8.2426, 8.9868], [4.1519, 6.9751, -6.1809], [3.0166, 6.2002, -5.5720], [3.2006, 5.2612, -4.8284], [1.6269, 6.6542, -5.9435], [5.1038, 6.5702, -5.8453], [4.0850, 6.9344, -7.2681], [4.0774, 8.0260, -5.8971], [1.5022, 6.6116, -7.0268], [1.4836, 7.6937, -5.6442], [0.8851, 6.0252, -5.4567], [2.5910, 7.0825, -10.8528], [3.1241, 8.3334, -10.1987], [3.1891, 8.4440, -8.9957], [3.5723, 9.4391, -11.1202], [2.3009, 6.3599, -10.0938], [1.7281, 7.3255, -11.4753], [3.3528, 6.6464, -11.5014], [2.7416, 9.7585, -11.7518], [4.3661, 9.0789, -11.7771], [3.9340, 10.2822, -10.5376]], "lowdin_charge": [-0.121, -0.245, -0.213, -0.207, -0.198, -0.200, -0.214, -0.229, -0.227, -0.487, 0.337, 0.645, 0.750, -0.311, -0.342, 0.081, 0.068, 0.039, 0.104, 0.097, 0.081, 0.115, 0.092, 0.112, 0.110, 0.108, 0.112, 0.120, 0.071, 0.097, 0.072, 0.124, 0.107, 0.125, 0.068, 0.045, 0.020, 0.044, 0.048, 0.049, 0.022, 0.027, -0.008, -0.479, 0.007, -0.014, 0.060, 0.097, 0.093, 0.068, 0.096, 0.068, -0.019, -0.504, 0.064, -0.021, 0.069, 0.078, 0.087, 0.084, 0.087, 0.084, -0.015, -0.489, 0.046, -0.018, 0.081, 0.090, 0.090, 0.089, 0.090, 0.079, -0.014, -0.495, 0.049, -0.018, 0.084, 0.087, 0.063, 0.082, 0.085, 0.075, -0.024, -0.500, 0.057, -0.022, 0.081, 0.085, 0.087, 0.086, 0.087, 0.083, -0.016, -0.495, 0.045, -0.019, 0.079, 0.063, 0.090, 0.090, 0.084, 0.079, -0.022, -0.500, 0.087, -0.018, 0.085, 0.063, 0.073, 0.082, 0.084, 0.086, -0.021, -0.491, 0.047, -0.013, 0.082, 0.064, 0.092, 0.079, 0.090, 0.075, -0.020, -0.497, 0.056, -0.021, 0.076, 0.087, 0.087, 0.087, 0.087, 0.083]}